<P>
Molecular formula: H8O12S2Zn
Method: DFT, ωB97M-V/def2-TZVPD

```
23
Properties=species:S:1:pos:R:3:nbo_charge:R:1
Zn 10.95 -9.94 -4.50 1.751
S 9.55 -7.91 -6.56 2.621
O 8.64 -8.27 -7.66 -1.117
O 8.91 -6.88 -5.77 -1.120
O 9.79 -9.14 -5.80 -1.217
O 10.80 -7.45 -7.16 -1.092
S 13.08 -11.80 -6.32 2.630
O 13.43 -11.23 -7.62 -1.082
O 14.27 -12.18 -5.58 -1.118
O 12.23 -10.85 -5.57 -1.227
O 12.30 -13.00 -6.58 -1.131
O 9.57 -11.49 -4.37 -0.969
H 8.63 -11.65 -4.48 0.494
H 9.95 -12.36 -4.30 0.500
O 12.09 -8.34 -4.44 -0.980
H 11.76 -7.51 -4.10 0.491
H 12.91 -8.11 -4.89 0.518
O 11.98 -10.80 -2.92 -0.955
H 11.47 -11.41 -2.40 0.474
H 12.88 -10.92 -2.61 0.507
O 9.73 -9.02 -3.14 -0.957
H 9.80 -8.70 -2.24 0.475
H 8.79 -9.14 -3.28 0.506
```

HOMO-LUMO gap	3.964	eV
net charge	-2
E_HOMO	-0.0199	Eh

=====

<Q>
Molecular formula: H8O12S2Zn
Method: DFT, ωB97M-V/def2-TZVPD

```
23
Properties=species:S:1:pos:R:3:nbo_charge:R:1
Zn 1.91 11.16 -7.91 0.682
S 5.59 8.95 -6.65 2.563
O 6.55 8.69 -7.69 -0.977
O 5.23 7.64 -6.00 -1.016
O 6.20 9.84 -5.67 -0.947
O 4.30 9.49 -7.13 -0.982
S 5.38 13.39 -8.40 2.565
O 5.77 12.38 -9.37 -0.945
O 3.95 13.20 -8.08 -0.998
O 6.27 13.19 -7.27 -0.892
O 5.68 14.69 -8.99 -1.029
O 1.33 11.25 -5.03 -0.933
H 1.66 10.67 -4.34 0.479
H 0.60 11.71 -4.62 0.450
O -0.34 12.69 -8.50 -0.937
H -0.97 12.99 -7.84 0.460
H -0.76 12.89 -9.33 0.464
O 0.16 8.85 -8.11 -0.932
H -0.62 8.55 -7.64 0.457
H 0.28 8.21 -8.81 0.469
O 2.40 10.75 -10.72 -0.947
H 1.87 10.55 -11.49 0.450
H 3.30 10.84 -11.06 0.496
```

HOMO-LUMO gap	2.991	eV
net charge	-2
E_HOMO	-0.0195	Eh

=====

Of them, <Q> has the lowest stability.

=====

<P>
Molecular formula: C22H30N4O2
Method: DFT, ωB97M-V/def2-TZVPD

```
58
Properties=species:S:1:pos:R:3:nbo_charge:R:1
C 0.20 2.90 2.74 -0.250
O 0.57 2.70 1.40 -0.523
C 1.10 3.75 0.70 0.326
C 1.37 4.99 1.27 -0.308
C 1.96 6.00 0.53 -0.211
C 2.28 5.79 -0.80 -0.230
C 1.98 4.58 -1.38 -0.206
C 1.39 3.54 -0.67 0.105
N 1.09 2.36 -1.37 -0.461
C 0.01 1.51 -0.94 -0.196
C -0.47 0.69 -2.14 -0.224
N 0.63 -0.11 -2.63 -0.476
C 0.27 -1.15 -3.57 -0.229
C 1.06 -2.43 -3.22 -0.227
N 0.99 -2.65 -1.79 -0.633
C -0.14 -3.26 -1.28 0.789
O -0.83 -4.01 -1.93 -0.650
N -0.32 -2.96 0.05 -0.645
C -1.30 -3.44 0.93 0.242
C -2.02 -4.59 0.64 -0.261
C -2.96 -5.05 1.54 -0.192
C -3.18 -4.37 2.72 -0.238
C -2.48 -3.21 3.02 0.008
C -2.75 -2.51 4.32 -0.633
C -1.54 -2.72 2.12 -0.083
C -0.77 -1.45 2.38 -0.651
C 1.71 0.75 -3.07 -0.224
C 2.19 1.59 -1.89 -0.209
H -0.23 1.95 3.07 0.198
H -0.56 3.69 2.84 0.178
H 1.06 3.14 3.37 0.177
H 1.15 5.16 2.31 0.218
H 2.18 6.95 1.00 0.213
H 2.74 6.57 -1.38 0.214
H 2.20 4.41 -2.43 0.213
H -0.81 2.12 -0.56 0.215
H 0.32 0.81 -0.15 0.172
H -1.29 0.03 -1.84 0.205
H -0.85 1.38 -2.92 0.171
H -0.79 -1.38 -3.47 0.208
H 0.46 -0.86 -4.62 0.183
H 0.62 -3.30 -3.72 0.236
H 2.11 -2.34 -3.50 0.190
H 1.32 -1.84 -1.29 0.390
H 0.31 -2.28 0.44 0.393
H -1.84 -5.11 -0.28 0.249
H -3.52 -5.95 1.32 0.212
H -3.91 -4.74 3.43 0.204
H -3.48 -3.08 4.91 0.219
H -1.84 -2.41 4.92 0.214
H -3.17 -1.52 4.15 0.214
H 0.28 -1.67 2.57 0.212
H -1.16 -0.94 3.25 0.226
H -0.85 -0.77 1.53 0.217
H 2.53 0.13 -3.43 0.201
H 1.39 1.41 -3.89 0.170
H 2.99 2.27 -2.22 0.212
H 2.60 0.92 -1.12 0.168
```

HOMO-LUMO gap	8.488	eV
net charge	0
E_HOMO	-0.2905	Eh
structure (SMILES)	COc1ccccc1N1CCN(CCNC(=O)Nc2cccc(C)c2C)CC1

=====

<Q>
Molecular formula: C22H30N4O2
Method: DFT, ωB97M-V/def2-TZVPD

```
58
Properties=species:S:1:pos:R:3:nbo_charge:R:1
C 4.51 1.23 1.78 -0.669
C 3.22 1.69 2.39 0.061
C 3.35 2.24 3.78 -0.634
C 2.05 1.63 1.77 -0.237
C 1.82 1.11 0.38 -0.258
N 2.32 -0.25 0.20 -0.454
C 2.30 -0.71 -1.17 -0.219
C 0.91 -1.13 -1.66 -0.247
N 0.40 -2.16 -0.78 -0.446
C -0.81 -2.81 -1.26 -0.226
C -2.00 -1.89 -1.35 -0.056
C -2.85 -1.71 -0.26 -0.194
C -3.88 -0.79 -0.30 -0.245
C -4.07 -0.02 -1.43 0.271
O -5.15 0.85 -1.43 -0.455
C -5.01 2.09 -1.88 0.671
N -6.15 2.77 -1.96 -0.463
C -6.07 4.02 -2.37 0.095
C -4.86 4.62 -2.70 -0.343
C -3.74 3.82 -2.59 0.097
N -3.81 2.56 -2.18 -0.507
C -3.25 -0.19 -2.54 -0.190
C -2.22 -1.12 -2.49 -0.213
C 0.30 -1.65 0.58 -0.243
C 1.68 -1.22 1.09 -0.045
C 2.60 -2.43 1.27 -0.448
C 2.42 -3.10 2.63 -0.048
O 3.22 -4.24 2.79 -0.714
H 5.13 2.10 1.54 0.214
H 4.33 0.67 0.87 0.244
H 5.07 0.62 2.48 0.211
H 2.40 2.62 4.15 0.213
H 4.08 3.04 3.81 0.212
H 3.70 1.46 4.47 0.211
H 1.17 1.98 2.28 0.197
H 0.75 1.21 0.14 0.177
H 2.37 1.74 -0.34 0.205
H 2.70 0.08 -1.81 0.200
H 2.97 -1.57 -1.23 0.199
H 1.00 -1.54 -2.67 0.201
H 0.25 -0.25 -1.70 0.171
H -0.58 -3.22 -2.24 0.202
H -1.03 -3.63 -0.58 0.203
H -2.70 -2.31 0.63 0.212
H -4.54 -0.66 0.55 0.227
H -7.01 4.56 -2.42 0.199
H -4.80 5.64 -3.03 0.228
H -2.75 4.18 -2.82 0.198
H -3.41 0.39 -3.43 0.221
H -1.59 -1.26 -3.35 0.211
H -0.09 -2.45 1.22 0.201
H -0.40 -0.80 0.64 0.177
H 1.56 -0.73 2.06 0.215
H 3.64 -2.09 1.18 0.205
H 2.40 -3.16 0.48 0.223
H 1.39 -3.45 2.75 0.171
H 2.63 -2.37 3.43 0.150
H 4.14 -4.00 2.62 0.461
```

HOMO-LUMO gap	8.649	eV
net charge	0
E_HOMO	-0.2938	Eh
structure (SMILES)	CC(C)=CCN1CCN(Cc2ccc(Oc3ncccn3)cc2)C[C@H]1CCO

=====

Of them, <Q> has the lowest stability.

=====

<P>
Molecular formula: CH6S3
Method: DFT, ωB97M-V/def2-TZVPD

```
10
Properties=species:S:1:pos:R:3:nbo_charge:R:1
C -2.24 -1.63 2.79 -0.741
S -1.40 -0.12 2.28 -0.043
H -1.58 -2.50 2.82 0.224
H -2.59 -1.52 3.80 0.226
H -3.06 -1.86 2.11 0.214
H -0.48 -0.64 1.46 0.120
S 1.93 2.14 -4.56 -0.124
S 3.87 2.57 -4.02 -0.126
H 1.35 2.12 -3.35 0.125
H 4.19 1.45 -3.34 0.125
```

HOMO-LUMO gap	9.479	eV
net charge	0
E_HOMO	-0.3358	Eh
structure (SMILES)	CS.SS

=====

<Q>
Molecular formula: CH6S3
Method: DFT, ωB97M-V/def2-TZVPD

```
10
Properties=species:S:1:pos:R:3:nbo_charge:R:1
C -0.11 -1.97 0.47 -0.714
S -1.31 -1.49 -0.85 -0.053
H 0.64 -1.14 0.64 0.212
H 0.52 -2.82 0.14 0.215
H -0.78 -2.21 1.28 0.222
H -0.33 -0.82 -1.45 0.116
S -0.55 2.83 -0.69 -0.138
S 1.41 2.26 -0.23 -0.127
H -0.52 4.03 0.04 0.142
H 1.01 1.34 0.66 0.124
```

HOMO-LUMO gap	9.268	eV
net charge	0
E_HOMO	-0.3332	Eh
structure (SMILES)	CS.SS

=====

Of them, <Q> has the lowest stability.

=====

<P>
Molecular formula: C19H21N3O3
Method: DFT, ωB97M-V/def2-TZVPD

```
46
Properties=species:S:1:pos:R:3:nbo_charge:R:1
C 6.15 3.07 -1.58 -0.609
C 4.78 3.61 -1.15 -0.443
C 3.72 3.37 -2.13 -0.070
O 3.42 2.13 -2.47 -0.473
C 2.69 1.44 -1.73 0.302
C 2.15 2.11 -0.42 -0.316
C 1.41 1.43 0.48 -0.213
C 1.34 -0.24 0.17 0.211
N 0.51 -1.02 0.88 -0.693
C -0.16 -0.75 2.25 0.707
O -0.32 0.30 2.52 -0.525
C -0.80 -1.82 2.82 -0.504
C -2.12 -2.50 2.08 -0.120
N -2.90 -1.12 1.91 -0.581
C -3.98 -1.37 0.94 0.142
C -5.06 -0.40 1.29 -0.161
C -6.20 -0.71 0.41 -0.308
C -6.18 -1.54 -0.55 -0.189
C -4.96 -2.73 -0.88 -0.158
C -4.07 -2.35 0.03 0.110
N -2.92 -2.92 -0.32 -0.631
C -1.73 -3.12 0.77 0.712
O -0.68 -3.36 0.42 -0.536
C 1.97 -0.76 -0.96 -0.311
C 2.56 0.10 -1.79 -0.269
H 6.96 3.23 -0.97 0.210
H 6.18 1.94 -1.88 0.200
H 6.42 3.46 -2.57 0.194
H 4.71 3.43 -0.05 0.219
H 5.13 4.84 -1.04 0.206
H 4.29 3.92 -3.06 0.195
H 2.78 4.20 -1.86 0.177
H 2.26 3.06 -0.12 0.205
H 0.92 1.82 1.54 0.261
H 0.59 -2.13 0.67 0.408
H -0.25 -2.70 2.69 0.234
H -1.09 -1.62 3.82 0.240
H -2.58 -3.22 2.79 0.227
H -2.96 -0.46 2.50 0.378
H -5.22 0.31 1.79 0.172
H -7.13 -0.08 0.45 0.219
H -7.03 -1.87 -1.45 0.211
H -5.00 -3.31 -1.57 0.174
H -2.76 -3.44 -1.04 0.378
H 1.94 -1.83 -1.12 0.211
H 3.21 -0.38 -2.50 0.208
```

HOMO-LUMO gap	6.861	eV
net charge	0
E_HOMO	-0.2408	Eh
structure (SMILES)	CCCOc1ccc(NC(=O)C[C@H]2Nc3ccccc3NC2=O)cc1

=====

<Q>
Molecular formula: C19H21N3O3
Method: DFT, ωB97M-V/def2-TZVPD

```
46
Properties=species:S:1:pos:R:3:nbo_charge:R:1
O -2.60 -2.93 1.56 -0.641
C -2.03 -2.48 0.58 0.674
C -1.39 -3.38 -0.48 -0.487
C 0.12 -3.53 -0.23 -0.492
C 0.90 -2.30 -0.65 0.669
O 0.44 -1.35 -1.26 -0.666
N 2.21 -2.35 -0.33 -0.437
N 3.04 -1.27 -0.62 -0.459
C 4.24 -1.16 -0.02 0.668
O 4.69 -2.03 0.69 -0.623
C 4.95 0.15 -0.36 -0.535
C 4.06 1.32 -0.06 0.073
C 3.91 1.77 1.24 -0.242
C 3.04 2.81 1.53 -0.194
C 2.31 3.41 0.52 -0.220
C 2.46 2.97 -0.78 -0.185
C 3.32 1.93 -1.07 -0.271
N -1.89 -1.17 0.34 -0.621
C -2.43 -0.14 1.21 -0.269
C -3.52 0.63 0.52 0.060
C -3.36 1.97 0.20 -0.246
C -4.37 2.66 -0.45 -0.207
C -5.54 2.01 -0.80 -0.222
C -5.70 0.67 -0.50 -0.192
C -4.69 -0.02 0.16 -0.239
H -1.86 -4.35 -0.41 0.238
H -1.55 -2.96 -1.47 0.230
H 0.30 -3.73 0.83 0.238
H 0.50 -4.38 -0.81 0.239
H 2.66 -3.05 0.25 0.431
H 2.56 -0.52 -1.10 0.434
H 5.23 0.12 -1.41 0.236
H 5.86 0.19 0.24 0.247
H 4.47 1.30 2.03 0.218
H 2.94 3.15 2.55 0.217
H 1.64 4.22 0.75 0.216
H 1.89 3.43 -1.58 0.216
H 3.43 1.59 -2.10 0.212
H -1.36 -0.87 -0.47 0.428
H -2.83 -0.67 2.09 0.244
H -1.62 0.53 1.53 0.197
H -2.45 2.48 0.48 0.207
H -4.24 3.71 -0.69 0.211
H -6.32 2.55 -1.32 0.212
H -6.61 0.16 -0.77 0.211
H -4.82 -1.06 0.41 0.221
```

HOMO-LUMO gap	9.554	eV
net charge	0
E_HOMO	-0.3303	Eh
structure (SMILES)	O=C(CCC(=O)NNC(=O)Cc1ccccc1)NCc1ccccc1

=====

Of them, <P> has the lowest stability.